37
Properties=species:S:1:pos:R:3 method="wB97M-V/def2-TZVPD" smiles="CCCCCCCC(=O)N/N=C/c1ccco1" gap_ev=8.5 mol_weight_g_mol=236.315 homo_energy_ev=-8.16
N 2.10 1.81 0.02
C -3.97 0.44 0.08
H -3.36 -0.79 1.73
C -1.01 -0.13 -0.74
N 3.05 0.87 -0.08
H -1.52 0.67 -1.28
H -5.83 -1.02 -1.35
H 8.39 -0.38 0.45
C 5.30 0.20 0.10
H -1.02 -0.99 1.22
H -7.07 -1.13 -0.11
C -3.06 -0.63 0.69
H -3.19 -1.57 0.15
H -3.68 1.41 0.48
H -5.53 -1.94 0.13
C -6.00 -1.05 -0.28
C 5.28 -1.13 -0.25
H -1.19 -1.07 -1.28
H 4.56 2.18 0.51
H -3.83 0.47 -1.00
H 1.02 -0.53 -0.07
H 4.42 -1.69 -0.54
H 2.34 2.76 0.31
O -0.03 2.47 -0.17
H -5.60 0.15 1.46
C 0.48 0.16 -0.73
C -1.58 -0.24 0.67
C 4.26 1.17 0.19
H 6.98 -2.57 -0.36
H 0.91 0.06 -1.73
H -1.46 0.72 1.17
O 6.56 0.57 0.41
C -5.45 0.21 0.38
C 0.78 1.57 -0.27
C 7.34 -0.50 0.25
C 6.61 -1.58 -0.16
H -6.02 1.07 0.02

---

39
Properties=species:S:1:pos:R:3 method="wB97M-V/def2-TZVPD" smiles="CCN(CC)c1ccc(/C=N/NC(=S)NC)c(O)c1" gap_ev=7.7 mol_weight_g_mol=280.397 homo_energy_ev=-7.27
O 1.48 1.38 -0.34
N 4.63 -0.93 0.01
S 7.20 -1.06 0.16
C -4.54 -1.67 0.76
H 3.79 1.55 -0.22
H -3.69 -1.99 1.36
H 6.75 1.50 -0.05
H 0.39 -2.99 -0.07
C 1.04 -0.96 -0.19
H -1.07 1.67 -0.49
H -4.62 1.28 -0.62
H -5.09 -0.91 1.31
H 1.01 2.22 -0.43
C 0.58 0.36 -0.31
N 5.81 1.13 -0.08
C 5.78 -0.21 0.02
H 2.63 -2.39 0.00
C -1.28 -1.70 -0.26
H -4.07 1.17 1.79
H 4.85 2.64 -1.14
C 2.42 -1.32 -0.09
C -0.78 0.63 -0.39
H -4.93 -0.74 -1.14
H -1.96 -2.53 -0.22
H 4.79 -1.94 0.09
C 0.06 -1.96 -0.17
H 4.75 2.78 0.63
C -3.57 1.26 -0.32
C -4.07 -1.14 -0.60
C -1.75 -0.38 -0.38
H -3.66 -1.95 -1.20
H -2.43 1.71 1.47
N -3.08 -0.09 -0.50
H -5.20 -2.52 0.61
N 3.38 -0.47 -0.09
H -3.79 2.80 1.18
C 4.74 2.07 -0.21
H -3.04 1.94 -0.99
C -3.46 1.77 1.12

---

47
Properties=species:S:1:pos:R:3 method="wB97M-V/def2-TZVPD" charge=+3 multiplicity=2 gap_ev="3.5 / 3.6" mol_weight_g_mol=784.176 homo_energy_ev="-17.02 / -17.01"
Cl 2.05 -2.88 -2.34
N 1.54 0.80 3.93
C 1.09 2.13 4.20
H 0.37 2.44 3.43
C -2.48 -1.43 -3.75
O 0.81 0.81 1.79
H 2.47 3.65 0.01
H 2.89 3.14 -2.78
H 1.65 -0.82 2.67
C 2.22 0.10 4.99
H -1.18 1.40 -5.07
H -2.24 -3.38 -1.98
C -0.84 0.65 -3.10
C -4.19 -1.22 1.36
N -1.06 -0.31 -2.22
O 1.59 0.91 -1.31
H -3.97 -0.68 2.28
C -2.26 -0.43 -4.69
Ge 1.91 -2.08 -0.33
Cl 1.37 -3.78 0.95
H -2.73 -0.47 -5.66
C -2.96 -1.35 0.52
C -2.01 -2.43 -1.48
H 0.63 2.19 5.19
H -3.99 -2.54 -0.73
I 5.15 3.05 -1.32
C -1.41 0.62 -4.37
H -0.19 1.45 -2.80
H 1.93 2.83 4.20
H -1.07 -2.53 -0.92
H 3.49 1.46 -2.75
Au -0.12 -0.09 -0.19
C 2.21 1.97 -1.12
N -3.08 -2.13 -0.55
H 1.24 2.55 0.55
C 1.32 0.22 2.75
C 3.26 2.34 -2.14
O -1.91 -0.77 0.86
Cl 3.89 -1.44 0.27
H -4.60 -2.20 1.61
C -1.84 -1.35 -2.52
N 1.95 2.79 -0.13
H 1.55 -0.62 5.48
H -3.14 -2.26 -3.96
H -4.94 -0.67 0.80
H 3.07 -0.47 4.60
H 2.55 0.80 5.75

---

40
Properties=species:S:1:pos:R:3 method="wB97M-V/def2-TZVPD" charge=+3 gap_ev="5.8 / 3.8" mol_weight_g_mol=505.177 homo_energy_ev="-19.11 / -19.06"
H 0.85 -4.24 0.37
C 2.06 1.34 -2.78
H -0.82 5.34 1.30
C 1.16 2.82 1.16
C -3.75 -3.60 1.17
P 1.07 -0.09 -1.98
N 0.87 1.67 1.69
H -0.49 0.23 -3.89
H -1.18 0.45 -2.19
Br 3.94 -0.36 0.96
H -0.15 1.13 3.51
H -4.49 -3.15 0.51
H -1.50 -5.00 0.21
H -2.69 -1.02 1.39
C -0.06 3.24 2.95
H 2.62 -1.95 -1.87
C 0.10 1.89 2.81
C -0.53 -0.12 -2.88
H -0.39 3.79 3.81
H 0.64 5.92 1.99
H 1.20 -2.30 -2.89
C -1.96 -1.78 1.13
Lu 1.42 -0.20 0.71
C -1.27 -3.97 0.48
C 0.26 5.22 1.32
H -4.03 -3.20 2.19
H 2.40 -1.34 -3.62
N -0.66 -1.41 0.98
H 0.75 5.23 0.37
C 1.91 -1.56 -2.63
H 1.41 2.17 -3.08
H 2.74 1.04 -3.65
C 0.05 -3.54 0.43
C -2.30 -3.11 0.88
C 0.38 -2.19 0.67
H -3.89 -4.65 1.17
H -0.89 -1.14 -2.85
H 1.81 2.98 0.27
H 2.79 1.59 -1.97
N 0.60 3.85 1.84